Run A
Computed, not measured: a single C7H7NO3 molecule, with ωB97M-V/def2-TZVPD.

XYZ file:
```
18
Properties=species:S:1:pos:R:3
O -3.45 0.34 0.07
O 0.02 -2.16 -0.04
O -2.54 -1.68 -0.15
N 2.48 -1.34 -0.05
C -2.36 -0.46 -0.02
C 1.67 0.99 -0.09
C 1.47 -0.40 0.01
C 0.62 1.92 -0.07
C -0.67 1.47 -0.04
C 0.12 -0.84 0.04
C -0.93 0.09 0.07
H -3.21 1.31 -0.01
H -0.95 -2.38 0.05
H 2.73 1.35 0.00
H -1.39 2.26 -0.07
H 0.83 2.96 -0.12
H 3.36 -1.07 0.39
H 2.18 -2.36 0.03
```

## Properties
**LUMO**: 0.46 eV
**Highest occupied orbital energy**: -8.08 eV
**SMILES string**: Nc1cccc(C(=O)O)c1O

Atomic partial charges in e from the Löwdin method, atoms 1 to 5: 0.11, 0.07, 0.07, 0.10, -0.40

=====

Run B
Computed, not measured: a single C7H7NO3 molecule, with ωB97M-V/def2-TZVPD.

XYZ file:
```
18
Properties=species:S:1:pos:R:3
O 0.79 2.22 -0.47
O -0.02 -2.21 -0.78
O -1.50 0.32 -0.07
N 0.00 -0.26 1.67
C -1.00 -0.38 2.42
C 0.88 1.08 -0.11
C 1.98 -0.94 -0.25
C 0.54 -1.21 -0.39
C 2.11 0.39 -0.16
C -1.62 0.57 -1.54
C -0.20 0.04 0.24
H -2.51 1.00 -1.76
H -0.89 -0.57 3.40
H 3.09 0.94 0.10
H -0.87 1.17 -1.90
H -2.07 -0.16 1.98
H -1.45 -0.29 -2.22
H 2.77 -1.70 -0.16
```

## Properties
**LUMO**: -0.55 eV
**Highest occupied orbital energy**: -9.38 eV
**SMILES string**: C=NC1(OC)C(=O)C=CC1=O

Atomic partial charges in e from the Löwdin method, atoms 1 to 5: 0.15, 0.13, -0.06, 0.09, 0.02

=====

Relative to the most stable structure, the computed energies are run A 0.0; run B 88.4, all in kcal/mol.

=====

Run A
Computed, not measured: a single C2H7NO2Si molecule, with ωB97M-V/def2-TZVPD.

XYZ file:
```
13
Properties=species:S:1:pos:R:3
Si -0.01 0.25 0.51
O 2.58 0.20 -0.12
O 1.48 2.02 -0.65
N 1.55 0.90 -0.17
C 0.16 -1.57 0.59
C -1.27 0.70 -0.88
H -1.68 -0.02 -1.52
H -2.08 1.10 -0.30
H -0.59 0.68 2.09
H -0.19 -1.86 1.57
H -0.78 1.52 -1.60
H -0.33 -2.12 -0.11
H 1.16 -1.80 0.60
```

## Properties
**LUMO**: -0.38 eV
**Highest occupied orbital energy**: -10.90 eV
**SMILES string**: C[SiH](C)[N+](=O)[O-]

Atomic partial charges in e from the Löwdin method, atoms 1 to 5: 0.69, 0.01, 0.00, -0.46, -0.20

=====

Run B
Computed, not measured: a single C2H7NO2Si molecule, with ωB97M-V/def2-TZVPD.

XYZ file:
```
13
Properties=species:S:1:pos:R:3
Si 0.90 -1.28 -0.64
O 0.35 1.61 0.49
O -0.25 -0.55 0.38
N 1.46 -0.25 -1.91
C -1.59 0.99 1.54
C -0.43 0.71 0.77
H -0.02 -2.10 -1.39
H 1.84 -2.02 0.21
H 2.22 0.40 -1.89
H 1.42 -0.81 -2.75
H -2.31 0.15 1.55
H -2.14 1.90 1.08
H -1.45 1.23 2.56
```

## Properties
**LUMO**: 0.81 eV
**Highest occupied orbital energy**: -10.06 eV
**SMILES string**: CC(=O)O[SiH2]N

Atomic partial charges in e from the Löwdin method, atoms 1 to 5: 0.54, 0.06, -0.15, -0.09, -0.01

=====

Run C
Computed, not measured: a single C2H7NO2Si molecule, with ωB97M-V/def2-TZVPD.

XYZ file:
```
13
Properties=species:S:1:pos:R:3
Si -2.03 0.11 0.16
O 2.55 1.17 0.14
O 2.56 -0.98 0.26
N 2.09 0.09 -0.06
C -0.16 -0.13 0.45
C 0.77 0.03 -0.72
H -2.77 -1.13 0.42
H 0.13 -1.20 0.83
H 0.56 1.13 -1.17
H -2.51 0.89 1.21
H 0.84 -0.72 -1.57
H 0.07 0.36 1.30
H -2.10 0.40 -1.25
```

## Properties
**LUMO**: 0.47 eV
**Highest occupied orbital energy**: -11.00 eV
**SMILES string**: O=[N+]([O-])CC[SiH3]

Atomic partial charges in e from the Löwdin method, atoms 1 to 5: 0.68, 0.09, 0.07, -0.47, -0.38

=====

Relative to the most stable structure, the computed energies are run A 115.2; run B 0.0; run C 139.6, all in kcal/mol.

=====

Run A
Computed, not measured: a gas-phase ion, C4H12N2P (charge +1), with ωB97M-V/def2-TZVPD.

XYZ file:
```
19
Properties=species:S:1:pos:R:3
P 1.28 -1.24 0.41
N -0.42 0.31 -1.04
N 1.42 -0.22 1.78
C -0.59 1.58 -0.40
C -1.42 0.09 -2.11
C 2.17 -0.43 2.77
C -0.56 -0.85 -0.02
H -1.28 0.73 -2.93
H 2.93 -1.27 2.99
H -1.29 -0.97 -2.52
H 2.21 0.51 3.39
H -1.18 -0.26 0.76
H -0.36 2.50 -0.97
H 0.59 0.35 -1.50
H -1.47 1.65 0.11
H -1.03 -1.79 -0.43
H 0.24 1.49 0.44
H -2.40 0.23 -1.82
H 1.16 -2.41 1.07
```

## Properties
**LUMO**: -2.99 eV
**Highest occupied orbital energy**: -13.31 eV
**SMILES string**: C=NPC[NH+](C)C
**Charge**: +1

Atomic partial charges in e from the Löwdin method, atoms 1 to 5: 0.91, -0.30, -0.33, -0.06, -0.01

=====

Run B
Computed, not measured: a gas-phase ion, C4H12N2P (charge +1), with ωB97M-V/def2-TZVPD.

XYZ file:
```
19
Properties=species:S:1:pos:R:3
P -1.72 1.36 1.28
N 0.39 -0.24 0.60
N -0.56 -0.02 1.29
C -1.08 -1.53 2.13
C 1.09 -0.69 -2.47
C 0.93 0.74 -0.19
C 0.56 0.56 -1.69
H 0.90 -1.69 -2.16
H 0.75 1.84 0.27
H -0.75 2.29 1.47
H -1.62 -2.15 1.44
H -2.12 0.99 2.52
H 1.98 0.66 0.05
H 1.00 1.35 -2.16
H -0.21 -1.97 2.57
H -1.90 -1.06 2.79
H -0.50 0.75 -1.78
H 0.71 -0.67 -3.46
H 2.15 -0.53 -2.51
```

## Properties
**LUMO**: -4.85 eV
**Highest occupied orbital energy**: -14.86 eV
**SMILES string**: CCC/N=[N+](/C)P
**Charge**: +1

Atomic partial charges in e from the Löwdin method, atoms 1 to 5: 0.99, 0.02, -0.31, 0.12, -0.06

=====

Relative to the most stable structure, the computed energies are run A 0.0; run B 36.7, all in kcal/mol.

=====

Run A
Computed, not measured: a molecular structure, C4H3NS, with ωB97M-V/def2-TZVPD.

XYZ file:
```
9
Properties=species:S:1:pos:R:3
S -1.25 0.93 0.74
N -0.70 -1.11 -0.67
C -0.03 -0.14 -0.16
C -2.81 0.06 0.12
C -1.90 -0.71 -0.45
C 1.41 0.14 0.06
H 1.52 0.64 1.05
H 2.20 -0.71 -0.07
H 1.55 0.89 -0.62
```

## Properties
**LUMO**: -0.56 eV
**Highest occupied orbital energy**: -9.45 eV

Atomic partial charges in e from the Löwdin method, atoms 1 to 5: 0.91, 0.06, -0.57, -0.24, -0.33

=====

Run B
Computed, not measured: 2 unconnected molecules or ions with the total composition C4H3NS, with ωB97M-V/def2-TZVPD.

XYZ file:
```
9
Properties=species:S:1:pos:R:3
S -2.03 1.70 0.20
N 1.32 1.12 0.98
C -1.79 0.17 0.77
C -1.77 -1.02 1.06
C 1.40 -0.07 -1.19
C 1.50 0.66 -0.08
H 0.37 -0.58 -1.31
H -1.18 -1.76 1.57
H 2.18 -0.23 -2.01
```

## Properties
**LUMO (spin up / spin down)**: -2.63 / -1.51 eV
**Highest occupied orbital energy (spin up / spin down)**: -9.02 / -9.40 eV

Atomic partial charges in e from the Löwdin method, atoms 1 to 5: 0.68, 0.17, -0.76, 0.03, 0.03

=====

Relative to the most stable structure, the computed energies are run A 0.0; run B 9.3, all in kcal/mol.